[1]
Computed, not measured: a molecular structure, C36H38BClIrNO4Te, with ωB97M-V with the def2-TZVPD basis set.

The geometry in XYZ format:
```
83
Properties=species:S:1:pos:R:3:forces:R:3
Ir 0.016 -0.568 -1.346 0.8 -0.2 -0.6
C -6.510 0.932 -0.660 0.0 0.0 0.0
C -5.058 0.909 -1.063 0.0 0.0 0.2
C -4.665 1.085 -2.391 0.1 0.0 -0.1
C -3.338 1.046 -2.770 -0.3 0.1 0.0
C -2.971 1.176 -4.220 0.0 -0.1 0.2
O -3.481 2.027 -4.909 0.0 0.0 -0.1
C -1.982 0.197 -4.772 0.0 0.0 -0.1
C -1.203 0.570 -5.858 0.0 0.0 0.0
C -0.242 -0.302 -6.354 0.0 0.0 0.0
C -0.072 -1.552 -5.777 0.0 0.0 0.0
C -0.874 -1.942 -4.708 0.0 0.0 0.0
C -1.824 -1.066 -4.206 0.0 -0.1 0.0
C -2.318 0.888 -1.815 0.5 0.1 -0.3
O -1.077 0.928 -2.243 -0.6 0.4 0.5
C -2.691 0.692 -0.458 -0.1 0.0 0.3
C -4.064 0.712 -0.129 0.0 0.0 -0.1
C -1.727 0.522 0.625 0.0 0.2 -0.1
N -0.500 0.120 0.442 0.2 -0.2 -0.4
C 0.530 0.146 1.482 -0.4 -0.2 0.2
C 1.484 1.289 1.134 0.1 0.1 -0.1
Te 3.084 1.496 2.527 -0.2 -0.1 0.0
C 2.092 2.421 4.120 -0.1 0.1 0.1
C 1.845 3.790 4.061 0.1 0.0 -0.1
C 1.289 4.427 5.159 0.0 0.0 0.0
C 0.992 3.703 6.305 -0.1 0.0 0.0
C 1.234 2.338 6.356 0.0 0.0 0.0
C 1.787 1.688 5.262 0.2 -0.1 0.0
C -2.222 0.784 2.003 0.1 0.0 0.0
C -2.417 -0.294 2.859 0.0 0.0 0.0
C -2.986 -0.084 4.106 0.0 0.0 0.0
C -3.337 1.200 4.499 0.0 0.0 0.1
C -3.121 2.277 3.650 0.0 0.0 0.0
C -2.574 2.071 2.393 0.0 0.0 0.0
H -7.157 0.990 -1.534 0.0 0.0 0.0
H -6.728 1.793 -0.027 0.0 0.0 0.0
H -6.781 0.034 -0.104 0.0 0.0 0.0
H -5.414 1.237 -3.160 0.0 0.0 0.0
H -1.348 1.548 -6.297 0.0 0.0 0.0
H 0.373 -0.006 -7.194 0.0 0.0 0.0
H 0.672 -2.233 -6.171 0.0 0.0 0.0
H -0.773 -2.936 -4.290 0.0 0.0 0.0
H -2.468 -1.368 -3.386 0.0 0.0 0.0
H -4.353 0.551 0.901 0.0 0.0 0.0
H 1.025 -0.826 1.458 0.1 0.0 0.0
H 0.088 0.284 2.470 0.0 0.1 0.0
H 0.965 2.248 1.094 0.0 0.0 0.1
H 1.987 1.099 0.188 0.1 0.0 -0.1
H 2.109 4.365 3.181 -0.1 0.0 0.0
H 1.107 5.493 5.125 0.0 0.0 0.0
H 0.573 4.207 7.166 0.0 0.0 0.0
H 1.004 1.776 7.252 0.0 0.0 0.0
H 1.998 0.627 5.313 0.0 0.0 0.0
H -2.147 -1.294 2.535 0.0 0.0 0.0
H -3.162 -0.922 4.767 0.0 0.0 0.0
H -3.781 1.363 5.472 0.0 0.0 0.0
H -3.394 3.276 3.960 0.0 0.0 0.0
H -2.442 2.899 1.708 0.0 0.0 0.0
Cl -0.560 -3.241 0.481 0.0 -0.1 0.5
C -0.735 -2.424 -1.084 0.6 0.3 -0.3
H -1.808 -2.294 -1.242 -0.1 -0.1 0.0
H -0.308 -3.093 -1.831 -0.1 -0.1 0.0
C 4.106 -3.941 -0.209 0.1 0.0 -0.1
C 3.666 -2.836 -1.150 -0.3 -0.1 0.0
C 3.950 -3.226 -2.591 0.1 0.0 -0.1
O 2.220 -2.714 -1.041 0.6 -0.2 0.1
B 1.886 -1.393 -1.005 -1.5 0.1 0.2
O 2.990 -0.562 -0.922 0.7 -0.2 0.2
C 4.182 -1.408 -0.768 -0.3 0.2 -0.2
C 4.612 -1.285 0.682 0.0 0.0 0.1
C 5.261 -0.857 -1.679 0.1 -0.1 0.0
H 3.648 -4.878 -0.522 0.0 0.0 0.0
H 3.806 -3.741 0.817 0.0 0.0 0.0
H 5.190 -4.069 -0.240 0.0 0.0 0.0
H 3.417 -4.149 -2.814 0.0 0.0 0.0
H 5.014 -3.398 -2.755 0.0 0.0 0.0
H 3.612 -2.457 -3.286 0.0 0.0 0.0
H 3.806 -1.571 1.363 0.0 0.0 0.0
H 4.894 -0.249 0.873 0.0 0.1 0.0
H 5.480 -1.907 0.901 0.0 0.0 0.0
H 4.890 -0.716 -2.691 0.0 0.0 0.0
H 6.121 -1.528 -1.714 0.0 0.0 0.0
H 5.607 0.106 -1.302 0.0 0.0 0.0
```
Forces are in eV/Å.

LUMO (spin up / spin down), eV: -3.34 / -7.00
Frontier orbital gap (spin up / spin down), eV: 6.44 / 2.74
Maximum force, hartree/bohr: 0.02860
Multiplicity: 2
Total charge: +1
E, Eh: -2607.50098
Expectation value of S²: 0.75

[2]
Computed, not measured: a molecular structure, C36H38BiN7O2S2, with ωB97M-V with the def2-TZVPD basis set.

The geometry in XYZ format:
```
86
Properties=species:S:1:pos:R:3:forces:R:3
Bi 0.931 0.398 1.318 0.1 0.2 -0.1
C -1.117 -1.419 5.250 0.3 0.2 0.0
C -0.767 -0.754 3.952 0.4 0.0 0.3
N 0.415 -0.460 3.578 -0.5 -0.8 0.0
C 1.618 -0.457 4.361 0.3 -0.3 0.4
C 2.854 -0.978 3.608 -0.1 -0.1 0.4
N 3.192 -0.254 2.398 0.1 -0.2 -0.1
C 4.137 0.845 2.428 0.1 0.4 0.2
C 3.517 2.252 2.626 0.4 -0.2 0.0
N 2.379 2.533 1.773 0.0 -0.1 0.0
C 2.480 3.380 0.606 0.0 0.4 -0.2
C 1.368 3.082 -0.442 0.2 0.4 -0.4
N 0.244 2.359 0.071 -0.6 -0.2 0.0
C -0.925 2.353 -0.453 0.5 0.5 -0.1
C -1.365 3.311 -1.516 0.1 -0.1 0.0
C -1.851 1.331 0.033 -1.0 -0.2 -0.4
C -2.917 0.832 -0.633 0.7 0.6 0.4
C -3.639 -0.297 -0.099 -0.3 -0.5 0.4
C -3.175 -1.016 0.933 -0.1 0.2 -0.3
C -1.868 -0.671 1.548 0.5 -0.9 -0.2
N -1.459 0.694 1.217 0.0 0.0 0.0
H -0.237 -1.559 5.866 0.0 -0.1 0.1
H -1.552 -2.394 5.031 -0.1 -0.1 0.1
H -1.845 -0.834 5.808 -0.1 0.0 0.0
H 1.547 -1.029 5.293 0.0 0.1 0.0
H 1.772 0.594 4.618 0.1 0.1 0.1
H 2.662 -2.017 3.339 0.1 0.0 0.0
H 3.692 -0.956 4.319 0.0 -0.1 0.0
H 3.395 -0.889 1.631 0.0 0.0 0.0
H 4.689 0.832 1.485 0.0 0.0 0.0
H 4.862 0.706 3.244 0.1 0.0 -0.1
H 4.328 2.976 2.481 -0.1 0.1 0.1
H 3.183 2.330 3.663 0.0 0.1 0.0
H 1.597 2.858 2.329 0.0 0.0 -0.1
H 3.454 3.236 0.129 -0.1 0.0 0.0
H 2.405 4.438 0.899 0.1 -0.1 -0.1
H 1.789 2.425 -1.212 0.0 0.1 -0.1
H 1.067 4.021 -0.920 0.2 -0.1 0.0
H -0.882 3.046 -2.456 0.0 0.0 0.0
H -1.063 4.320 -1.234 -0.1 0.1 -0.1
H -2.440 3.279 -1.657 -0.1 0.1 0.0
H -3.218 1.224 -1.590 0.1 0.1 -0.1
H -4.559 -0.581 -0.587 -0.1 -0.1 0.0
H -3.687 -1.887 1.306 -0.1 -0.1 0.0
S -0.273 2.094 3.152 -0.4 1.3 0.9
C -1.710 1.205 2.578 0.4 0.5 0.5
C -2.900 2.081 2.691 -0.5 0.1 0.0
C -4.057 1.671 3.208 0.2 0.5 -0.3
C -4.240 0.323 3.682 0.1 -0.6 0.3
C -3.249 -0.569 3.668 -0.2 0.1 0.2
C -1.906 -0.283 3.086 -0.4 0.0 -0.3
S -0.583 -1.818 1.031 -0.6 -1.0 -0.3
H -2.755 3.094 2.346 -0.1 0.1 0.0
H -4.883 2.359 3.292 -0.1 0.1 0.0
H -5.217 0.059 4.060 -0.1 -0.2 0.1
H -3.413 -1.574 4.027 -0.1 -0.1 0.1
O 2.928 -1.575 -0.184 0.4 -0.3 0.5
C 2.072 -1.310 -1.015 -0.2 0.0 -0.5
N 1.687 -2.104 -2.046 -0.1 -0.4 -0.1
C 0.686 -1.461 -2.862 -0.1 0.2 -0.1
C 0.448 -0.185 -2.016 0.0 -0.2 -0.4
O -0.400 0.653 -2.269 0.0 -0.1 -0.5
N 1.344 -0.149 -1.029 0.5 0.5 0.1
C 1.276 -1.089 -4.212 0.1 0.1 -0.1
C 1.522 -2.096 -5.138 0.0 0.1 0.0
C 2.113 -1.797 -6.352 0.0 -0.1 0.0
C 2.458 -0.491 -6.655 0.0 0.1 -0.1
C 2.209 0.517 -5.740 0.1 0.0 -0.1
C 1.625 0.218 -4.522 0.0 0.0 0.0
C -0.607 -2.215 -3.020 -0.1 -0.2 0.1
C -0.877 -3.396 -2.342 0.1 0.1 -0.1
C -2.083 -4.046 -2.543 -0.1 -0.1 0.0
C -3.031 -3.516 -3.400 -0.1 -0.1 0.1
C -2.780 -2.317 -4.045 0.0 0.1 -0.1
C -1.574 -1.670 -3.859 0.0 0.0 0.0
H 2.114 -2.987 -2.264 0.1 0.1 0.1
H 1.241 -3.114 -4.907 -0.1 -0.1 0.0
H 2.301 -2.587 -7.064 0.0 -0.1 -0.1
H 2.923 -0.260 -7.602 0.0 0.0 -0.1
H 2.467 1.540 -5.976 0.0 0.0 0.0
H 1.430 1.012 -3.817 0.0 0.1 0.0
H -0.160 -3.804 -1.646 0.1 0.0 0.0
H -2.286 -4.971 -2.022 0.0 -0.1 0.1
H -3.968 -4.029 -3.562 -0.1 0.0 0.0
H -3.526 -1.883 -4.697 0.0 0.0 -0.1
H -1.377 -0.730 -4.353 0.0 0.0 -0.1
```
Forces are in eV/Å.

LUMO, eV: 0.15
Frontier orbital gap, eV: 6.96
Maximum force, hartree/bohr: 0.03124
E, Eh: -2939.35690